1.
A structure of composition C17H25N5OPS3SbSn, computed with ωB97M-V with the def2-TZVPD basis set.

```
54
Properties=species:S:1:pos:R:3:forces:R:3
Sn 2.835 -0.666 -0.654 0.42 -0.54 -0.49
S 4.133 -2.993 -0.491 0.00 0.16 0.38
Sb 4.339 -2.265 -2.745 -0.22 -0.08 -0.19
S 4.749 0.021 -2.137 0.00 0.35 0.18
S 1.947 -1.776 -2.724 -0.14 0.05 -0.06
C -1.176 -4.910 1.410 0.00 0.03 0.03
N -1.044 -3.836 0.326 0.15 0.05 0.01
C -1.848 -2.603 0.770 0.07 -0.01 0.05
N -1.439 -2.166 2.057 0.07 0.11 0.03
C -1.551 -3.240 3.040 0.07 -0.02 -0.09
N -0.758 -4.411 2.670 0.06 -0.02 0.05
C 0.689 -4.146 2.730 -0.12 0.07 -0.10
P 1.254 -2.787 1.580 -0.18 0.03 0.34
C 0.401 -3.480 0.084 -0.01 0.02 0.02
C -0.089 -1.573 2.041 -0.06 -0.22 -0.11
H -0.573 -5.759 1.093 0.02 0.00 -0.01
H -2.230 -5.189 1.437 -0.02 0.00 -0.02
H -1.440 -4.191 -0.544 -0.02 0.00 0.00
H -2.894 -2.909 0.773 -0.01 -0.03 0.01
H -1.674 -1.832 0.021 -0.02 0.00 -0.02
H -2.598 -3.536 3.131 -0.01 -0.01 -0.02
H -1.205 -2.871 4.003 -0.03 0.00 0.02
H 1.232 -5.060 2.486 0.01 -0.02 0.03
H 0.952 -3.877 3.753 0.01 -0.02 0.02
H 0.930 -4.377 -0.240 -0.02 -0.02 -0.03
H 0.445 -2.769 -0.742 -0.01 -0.01 -0.05
H -0.070 -0.737 1.339 0.01 0.03 0.01
H 0.130 -1.175 3.033 -0.01 0.03 0.00
C -0.232 4.687 -2.513 0.07 -0.13 -0.02
N -0.343 3.246 -2.305 -0.14 0.16 0.07
N 0.177 2.642 -1.182 0.16 0.05 0.02
C 0.368 1.305 -1.439 0.07 0.09 0.23
O 0.780 0.520 -0.526 -0.14 -0.04 -0.19
C -0.010 1.100 -2.788 0.04 -0.01 0.04
C -0.405 2.317 -3.282 -0.15 -0.02 -0.09
C -0.843 2.689 -4.656 0.07 0.01 0.04
C 0.111 3.249 0.108 0.02 -0.08 -0.13
C 1.201 3.132 0.956 0.04 0.04 0.05
C 1.138 3.698 2.220 0.01 0.00 0.00
C 0.001 4.384 2.625 -0.03 -0.01 -0.03
C -1.087 4.490 1.768 0.04 0.01 -0.01
C -1.037 3.918 0.506 -0.08 -0.01 0.05
H -0.025 5.168 -1.563 -0.02 0.00 0.02
H -1.170 5.071 -2.906 -0.01 0.01 0.00
H 0.578 4.914 -3.207 0.02 0.00 0.00
H 0.040 0.168 -3.319 0.02 0.01 -0.01
H -0.878 1.802 -5.282 0.00 0.00 0.00
H -0.150 3.401 -5.110 0.00 -0.02 0.01
H -1.831 3.149 -4.640 0.00 -0.01 0.00
H 2.085 2.605 0.627 0.01 0.02 -0.02
H 1.988 3.615 2.884 -0.01 0.01 0.00
H -0.035 4.843 3.604 -0.01 -0.03 0.01
H -1.981 5.010 2.084 0.02 0.02 -0.01
H -1.885 3.987 -0.164 0.00 -0.02 0.01
```
Positions in Å, forces in eV/Å.

Output
Net charge: +1
Frontier orbital gap (spin up / spin down) in eV: 7.25 / 5.73
Multiplicity: 2
LUMO energy (spin up / spin down) in eV: -2.46 / -4.37

Löwdin atomic charge list, values in e, 8 entries: Sn 0.396; S -0.226; Sb 0.383; S -0.173; S -0.147; C -0.116; N -0.067; C -0.105

2.
A structure of composition C17H25NO5 in a non-equilibrium geometry, computed with ωB97M-V with the def2-TZVPD basis set.

```
48
Properties=species:S:1:pos:R:3:forces:R:3
C -0.848 0.796 -5.882 -0.71 5.58 -3.36
C -1.082 1.427 -4.614 3.25 1.22 5.27
C -2.473 1.224 -4.231 9.68 -4.55 11.51
C -2.726 1.843 -2.691 0.42 -0.10 0.94
H -3.764 1.946 -2.409 -0.55 -0.97 -0.30
H -2.431 2.881 -2.450 0.92 -0.56 -0.71
O -2.060 1.079 -1.508 5.12 14.51 -5.07
C -2.321 -0.010 -1.274 -5.05 -9.65 3.41
O -3.399 -0.462 -1.555 -2.38 -2.56 -1.53
C -1.531 -0.762 -0.327 2.08 -2.51 5.00
C -0.020 -0.316 0.013 -7.43 6.26 4.55
C 0.428 0.006 1.493 -11.71 4.77 0.96
O -0.428 0.748 2.332 5.59 -3.98 -3.92
N 1.513 -0.587 1.580 2.66 3.60 9.09
C 2.308 -0.324 2.813 -7.51 -1.59 -0.35
C 2.938 0.846 3.094 4.84 6.13 -5.41
C 3.358 1.201 4.443 3.80 -8.91 1.90
O 2.434 0.989 5.468 2.82 -0.52 -1.56
C 1.544 1.930 5.174 -0.35 5.12 10.63
H 0.882 1.781 6.303 1.11 1.40 -2.86
H 2.007 3.045 5.264 -1.39 -2.47 -0.90
H 0.823 1.655 4.611 -4.48 -1.11 -5.22
H 4.020 1.967 4.474 1.25 3.07 0.54
H 4.170 0.189 4.780 -1.67 2.75 -1.12
H 2.608 1.732 2.548 -1.74 0.13 0.52
H 3.847 0.885 2.219 -0.80 -0.30 2.88
H 2.788 -1.129 2.969 4.80 -5.68 0.50
H 1.587 -0.572 3.573 -1.05 0.64 0.69
C 2.012 -1.114 0.534 4.72 -5.38 -9.09
C 0.768 -1.260 -0.465 9.22 -6.39 -1.70
C 0.901 -1.271 -2.042 3.83 3.46 1.10
C -0.277 -1.654 -2.306 -6.13 -3.22 -2.23
H -0.842 -1.923 -3.273 1.18 0.95 1.40
C -1.037 -2.028 -0.922 0.46 -4.94 -2.82
H -1.741 -2.898 -0.923 0.35 1.05 -0.57
O 0.203 -2.623 -0.253 -2.29 4.50 0.14
H 1.663 -0.667 -2.704 -1.43 -1.70 1.48
H 2.362 -2.221 0.737 -0.03 2.18 -0.58
H 2.834 -0.456 -0.038 -1.25 -1.45 1.36
H 0.042 0.649 -0.400 0.58 1.30 -1.10
H -2.230 -1.091 0.626 1.91 1.42 -2.22
H -3.164 1.646 -4.539 -11.13 7.30 -7.03
H -2.762 0.255 -3.986 -0.28 -2.22 -0.39
H -0.800 2.577 -4.378 -0.47 -2.47 -1.56
H -0.240 0.905 -3.711 -2.80 1.23 -2.45
H -1.121 -0.156 -6.022 -0.79 -3.72 0.01
H -1.509 1.422 -6.633 0.94 -1.29 0.95
H 0.106 1.048 -6.218 1.87 -0.32 -0.75
```
Positions in Å, forces in eV/Å.

Output
Net charge: 0
Frontier orbital gap in eV: 9.73
LUMO energy in eV: 0.54

Löwdin atomic charge list, values in e, 8 entries: C -0.133; C -0.308; C -0.126; C 0.040; H 0.110; H 0.123; O 0.124; C -0.747

3.
A structure of composition C17H25NV in a non-equilibrium geometry, computed with ωB97M-V with the def2-TZVPD basis set.

```
44
Properties=species:S:1:pos:R:3:forces:R:3
C -0.798 -1.062 -2.166 -1.33 0.69 -0.97
C 1.675 -0.179 -3.035 0.11 0.64 -0.82
C -1.246 0.412 -2.200 -3.47 -0.11 -2.92
H -1.345 -1.788 -1.558 -0.25 0.62 0.11
C 1.304 1.142 -2.834 1.56 0.36 -1.15
H 2.668 -0.539 -2.711 -0.57 0.34 0.23
H -2.160 0.738 -1.676 0.45 -0.57 -0.23
H 2.043 1.829 -2.393 -0.38 -0.46 -0.11
C -1.072 1.098 -3.557 -0.92 -0.05 -0.02
H -1.915 1.803 -3.658 0.30 -0.38 -0.46
H -1.151 0.255 -4.262 -0.09 0.88 -0.33
C -0.242 -1.726 -3.400 -0.44 -0.25 -0.56
H -1.067 -1.855 -4.111 0.23 -0.34 -0.34
H 0.087 -2.713 -3.068 -0.27 -0.13 -0.09
C 0.992 -1.079 -4.069 0.04 -0.53 0.13
H 0.740 -0.608 -5.049 0.19 0.19 0.93
H 1.674 -1.911 -4.347 -0.18 0.58 0.19
C 0.258 1.857 -3.672 0.04 -0.06 -0.18
H 0.586 1.980 -4.735 -0.19 -0.27 0.70
H 0.157 2.885 -3.272 -0.10 -0.52 -0.13
V 0.274 0.118 -1.132 3.84 -1.80 6.35
H -0.318 1.529 -1.462 -1.29 0.51 -0.45
C 2.428 1.390 0.075 0.13 -0.24 0.50
N 1.341 0.586 0.654 -0.41 1.10 -0.84
C 1.829 -0.655 1.238 0.25 0.17 0.18
C 0.442 1.344 1.561 0.58 0.55 -0.32
C -0.799 0.561 1.808 -0.32 0.27 1.44
C -1.344 0.662 3.103 0.04 -0.04 0.09
C -2.461 -0.088 3.442 -0.41 -0.03 -0.83
C -3.074 -0.845 2.428 0.18 -0.30 -0.39
C -2.537 -0.861 1.119 0.13 0.35 0.47
C -1.344 -0.164 0.759 0.18 -0.51 -0.45
H 2.731 0.921 -0.864 0.30 0.18 0.28
H 3.285 1.381 0.744 0.33 0.32 0.22
H 2.096 2.420 -0.118 0.07 -0.40 0.08
H 2.516 -0.373 2.062 -0.16 -0.59 -0.18
H 1.002 -1.291 1.583 0.22 0.41 0.04
H 2.363 -1.209 0.455 0.18 0.03 0.25
H 1.017 1.569 2.466 -0.17 0.04 0.25
H 0.127 2.326 1.127 0.68 -0.70 -0.14
H -0.890 1.344 3.843 -0.15 -0.50 -0.36
H -2.908 -0.046 4.429 0.14 0.00 0.00
H -3.967 -1.467 2.655 0.66 0.58 -0.18
H -3.104 -1.427 0.378 0.24 0.00 0.00
```
Positions in Å, forces in eV/Å.

Output
Net charge: 0
Frontier orbital gap (spin up / spin down) in eV: 7.92 / 7.21
Multiplicity: 4
LUMO energy (spin up / spin down) in eV: 0.44 / -0.41

Löwdin atomic charge list, values in e, 8 entries: C -0.311; C -0.137; C -0.318; H 0.095; C -0.257; H 0.116; H 0.109; H 0.097

4.
A structure of composition C17H26BrF6N5NiOP2, computed with ωB97M-V with the def2-TZVPD basis set.

```
59
Properties=species:S:1:pos:R:3:forces:R:3
Ni 0.376 -0.426 -0.314 -0.17 0.37 0.31
Br -0.828 -1.963 -1.860 0.11 -0.14 -0.22
C -2.247 -2.303 -0.655 0.18 0.08 0.03
C -3.307 -3.046 -1.050 -0.26 -0.16 0.02
C -4.309 -3.345 -0.095 0.04 -0.02 -0.17
C -4.180 -2.917 1.191 0.04 0.04 0.15
C -3.059 -2.151 1.607 -0.10 -0.01 -0.02
C -2.889 -1.737 2.951 -0.12 -0.10 0.01
C -1.792 -1.030 3.327 0.14 0.10 0.01
C -0.807 -0.657 2.372 -0.17 -0.03 0.38
C -0.993 -1.009 1.087 0.35 0.02 -0.57
C -2.072 -1.805 0.648 -0.13 0.07 0.18
H -3.377 -3.422 -2.062 -0.01 0.01 0.05
H -5.165 -3.935 -0.393 0.02 0.01 -0.01
H -4.932 -3.169 1.929 0.02 0.01 -0.02
H -3.635 -2.023 3.682 0.00 0.02 -0.03
H -1.648 -0.748 4.362 0.00 0.00 -0.02
H 0.076 -0.139 2.710 0.04 -0.02 0.04
C 2.171 2.771 2.699 0.05 0.01 0.03
N 2.921 2.418 1.502 0.02 0.00 0.02
C 4.146 3.148 1.178 -0.07 -0.03 0.06
C 2.456 1.416 0.729 0.21 -0.05 -0.15
N 1.314 0.837 0.894 -0.18 -0.01 0.05
N 3.324 1.001 -0.272 -0.14 -0.12 0.09
C 2.987 0.246 -1.375 0.07 0.11 0.12
N 4.045 -0.160 -2.111 -0.02 -0.01 -0.13
N 1.753 0.051 -1.704 -0.03 -0.28 0.03
H 2.755 3.476 3.282 -0.01 0.00 0.00
H 1.993 1.890 3.320 0.00 0.00 -0.03
H 1.213 3.238 2.454 0.02 0.01 0.00
H 4.126 4.102 1.697 -0.01 0.01 0.00
H 4.203 3.353 0.112 -0.01 0.01 -0.02
H 5.045 2.613 1.497 -0.01 -0.02 0.02
H 0.721 1.299 1.564 -0.03 0.13 0.00
H 4.306 1.102 -0.081 0.01 0.01 0.00
H 4.939 -0.234 -1.654 0.03 -0.02 0.02
H 3.860 -0.927 -2.739 0.03 -0.05 0.01
H 1.705 -0.532 -2.530 0.04 0.01 -0.07
F 1.420 -1.982 0.495 0.11 -0.03 -0.24
P 2.498 -3.242 -0.010 0.09 -0.13 0.04
F 3.684 -2.149 0.149 0.03 0.13 -0.06
F 3.506 -4.363 -0.481 0.00 -0.02 0.00
F 2.632 -3.622 1.522 -0.02 -0.02 0.07
F 2.295 -2.730 -1.548 -0.07 0.18 -0.03
F 1.215 -4.173 -0.180 -0.04 -0.02 0.01
C -2.045 3.468 -1.466 0.01 0.12 0.04
P -1.936 1.697 -1.672 0.06 -0.13 0.11
C -3.544 1.013 -1.304 -0.11 -0.08 0.03
C -1.622 1.435 -3.414 0.10 0.01 -0.09
O -0.874 1.120 -0.770 -0.02 0.05 -0.09
H -2.884 3.867 -2.037 0.03 0.01 0.02
H -1.120 3.923 -1.822 -0.02 0.02 0.03
H -2.178 3.706 -0.411 -0.01 0.00 -0.02
H -4.338 1.514 -1.861 0.03 -0.01 0.00
H -3.721 1.125 -0.233 -0.06 -0.01 -0.01
H -3.544 -0.051 -1.549 -0.04 0.04 0.03
H -2.338 1.993 -4.020 0.02 -0.03 0.01
H -1.688 0.376 -3.658 0.00 0.00 0.00
H -0.612 1.790 -3.629 -0.04 -0.02 -0.05
```
Positions in Å, forces in eV/Å.

Output
Net charge: +1
Frontier orbital gap (spin up / spin down) in eV: 6.68 / 8.65
Multiplicity: 2
LUMO energy (spin up / spin down) in eV: -4.55 / -2.64

Löwdin atomic charge list, values in e, 8 entries: Ni 0.381; Br 1.064; C -0.551; C -0.098; C -0.049; C -0.010; C -0.144; C -0.017